Version w
The following is a DFT calculation (the ωB97M-V functional and the def2-TZVPD basis) of a cluster of 2 separate species, C4H14NOS in total.

Computed properties:
- HOMO energy (eV) = -13.0
- charge = +1
- molecular weight (u) = 124.23
- frontier orbital gap (Eh) = 0.36433

The geometry in XYZ format:
```
21
C4H14NOS, DFT the ωB97M-V functional and the def2-TZVPD basis
C -0.066 1.039 -2.626
C -0.372 0.917 -1.157
C 0.792 1.436 -0.314
C 0.783 1.421 1.227
S 1.156 -0.255 1.854
N -0.601 -0.589 -0.781
H -0.029 2.117 -2.807
H 0.817 0.532 -2.768
H -0.843 0.695 -3.332
H -1.303 1.498 -0.829
H 1.107 2.442 -0.561
H 1.662 0.737 -0.478
H 1.532 2.057 1.543
H -0.130 1.853 1.461
H 2.457 -0.029 1.803
H -0.076 -1.332 -1.372
H -0.430 -0.938 0.227
H -1.617 -0.725 -0.796
H -2.374 -3.766 0.489
H -3.268 -2.541 0.229
O -2.326 -2.911 0.025
```



Version x
The following is a DFT calculation (the ωB97M-V functional and the def2-TZVPD basis) of a structure of composition C4H14NOS.

Computed properties:
- HOMO energy (eV) = -13.2
- charge = +1
- molecular weight (u) = 124.23
- frontier orbital gap (Eh) = 0.25189

The geometry in XYZ format:
```
21
C4H14NOS, DFT the ωB97M-V functional and the def2-TZVPD basis
C -0.401 1.597 -1.010
C 0.108 0.483 -0.091
C 1.245 0.822 0.808
C 2.203 -0.279 1.089
S 2.622 -0.943 -0.583
N -0.982 -0.192 0.466
H -1.122 1.167 -1.714
H 0.452 2.000 -1.565
H -0.868 2.454 -0.504
H 0.958 -0.325 -0.917
H 1.796 1.663 0.349
H 0.815 1.292 1.706
H 1.633 -1.059 1.596
H 3.114 -0.064 1.620
H 0.068 -0.731 -1.849
H -1.716 -0.543 -0.149
H 3.161 -2.133 -0.325
H -0.749 -1.043 0.975
H -4.479 -1.451 -0.659
H -4.069 -1.538 0.804
O -3.791 -1.179 -0.044
```



Relative energy table, unit kcal/mol: version w 0.0; version x 99.7



Version w
The following is a DFT calculation (the ωB97M-V functional and the def2-TZVPD basis) of the ion C5H7N2 with charge +1.

Computed properties:
- HOMO energy (eV) = -14.6
- charge = +1
- SMILES = CC1=CC(=[NH2+])N=C1
- molecular weight (u) = 95.12
- frontier orbital gap (Eh) = 0.30670

The geometry in XYZ format:
```
14
C5H7N2, DFT the ωB97M-V functional and the def2-TZVPD basis
C 2.326 -0.164 -0.053
C 0.848 -0.023 -0.032
C -0.031 0.664 -0.757
C -1.551 0.057 0.068
N -2.716 0.428 -0.317
N -1.125 -0.735 1.068
C 0.151 -0.888 0.950
H 2.584 -0.757 -1.063
H 2.708 -0.673 0.831
H 2.742 0.832 -0.073
H -0.211 1.580 -1.143
H -2.920 1.173 -1.039
H -3.540 0.010 -0.083
H 0.735 -1.503 1.641
```



Version x
The following is a DFT calculation (the ωB97M-V functional and the def2-TZVPD basis) of the ion C5H7N2 with charge +1.

Computed properties:
- HOMO energy (eV) = -13.3
- charge = +1
- SMILES = C=c1cc[n+](=C)[nH]1
- molecular weight (u) = 95.12
- frontier orbital gap (Eh) = 0.29924

The geometry in XYZ format:
```
14
C5H7N2, DFT the ωB97M-V functional and the def2-TZVPD basis
C -2.466 -0.318 0.117
C -1.196 -0.020 -0.078
C -0.337 1.582 0.002
C 0.896 1.121 -0.094
N 1.014 -0.233 -0.019
C 2.208 -0.710 0.129
N -0.103 -0.841 -0.225
H -2.575 -1.415 0.174
H -3.391 0.205 0.327
H -0.814 2.513 -0.198
H 1.794 1.693 -0.190
H 2.197 -1.778 0.167
H 3.034 -0.003 0.161
H -0.258 -1.795 -0.273
```



Version y
The following is a DFT calculation (the ωB97M-V functional and the def2-TZVPD basis) of the ion C5H7N2 with charge +1.

Computed properties:
- HOMO energy (eV) = -14.1
- charge = +1
- SMILES = C[NH+]=C=NC1C=C1
- molecular weight (u) = 95.12
- frontier orbital gap (Eh) = 0.38426

The geometry in XYZ format:
```
14
C5H7N2, DFT the ωB97M-V functional and the def2-TZVPD basis
C 1.987 -0.301 1.811
N 1.556 0.167 0.507
C 0.352 0.146 0.080
N -0.697 0.032 -0.428
C -1.977 0.504 -1.015
C -3.265 0.916 -0.374
C -3.416 -0.107 -1.183
H 1.198 -0.802 2.387
H 3.006 -0.663 1.875
H 2.071 0.646 2.294
H 2.304 0.599 -0.170
H -1.567 1.139 -1.892
H -3.864 1.550 0.291
H -3.776 -0.923 -1.713
```



Relative energy table, unit kcal/mol: version w 0.0; version x 33.9; version y 39.0



Version w
The following is a DFT calculation (the ωB97M-V functional and the def2-TZVPD basis) of the ion C5H7N2 with charge +1.

Computed properties:
- HOMO energy (eV) = -14.5
- charge = +1
- molecular weight (u) = 95.12
- frontier orbital gap (Eh) = 0.31975

The geometry in XYZ format:
```
14
C5H7N2, DFT the ωB97M-V functional and the def2-TZVPD basis
C 2.740 0.086 0.115
C 2.081 1.191 -0.022
C 1.964 -1.153 -0.142
C 0.190 0.096 -0.014
C -2.266 -0.165 0.104
N 0.696 -1.123 -0.185
N -1.030 0.526 0.013
H 3.873 0.135 0.217
H 2.005 2.229 0.018
H 2.312 -2.175 -0.206
H -1.972 -1.165 -0.135
H -2.806 -0.120 1.166
H -2.840 0.067 -0.752
H -1.288 1.482 0.165
```



Version x
The following is a DFT calculation (the ωB97M-V functional and the def2-TZVPD basis) of the ion C5H7N2 with charge +1.

Computed properties:
- HOMO energy (spin up / spin down) (eV) = -15.3 / -15.3
- charge = +1
- SMILES = CC1=CN=[N+]=C1C
- molecular weight (u) = 95.12
- frontier orbital gap (spin up / spin down) (Eh) = 0.25125 / 0.25404

The geometry in XYZ format:
```
14
C5H7N2, DFT the ωB97M-V functional and the def2-TZVPD basis
C 1.206 -1.297 -0.025
C -0.120 -0.651 0.005
C -1.351 -1.307 0.029
N -2.338 -0.359 0.021
N -1.959 0.782 -0.044
C -0.403 0.738 -0.034
C 0.316 1.965 0.037
H 1.960 -0.744 0.535
H 1.562 -1.395 -1.052
H 1.133 -2.304 0.386
H -1.578 -2.356 0.067
H 0.749 2.234 -0.940
H 1.177 1.906 0.712
H -0.353 2.788 0.302
```



Relative energy table, unit kcal/mol: version w 0.0; version x 6.7



Version w
The following is a DFT calculation (the ωB97M-V functional and the def2-TZVPD basis) of a cluster of 5 separate species, C5H17NO4 in total.

Computed properties:
- HOMO energy (eV) = -7.5
- charge = 0
- SMILES = C=CCNC=C.O.O.O.O
- molecular weight (u) = 155.19
- frontier orbital gap (Eh) = 0.28251

The geometry in XYZ format:
```
27
C5H17NO4, DFT the ωB97M-V functional and the def2-TZVPD basis
C -0.535 -0.177 2.458
C 0.034 -1.394 2.205
C -0.220 -2.417 1.134
N 0.104 -1.626 -0.109
C -0.349 -1.944 -1.346
C -0.506 -1.048 -2.300
H 0.026 0.565 3.036
H -1.445 0.096 2.013
H 0.645 -1.826 2.992
H 0.586 -3.226 1.022
H -1.093 -3.128 1.107
H 0.912 -1.018 0.058
H -0.597 -2.980 -1.245
H 0.003 -0.061 -2.199
H -1.054 -1.368 -3.173
O 1.519 2.415 -2.639
H 1.321 2.352 -1.637
H 0.714 2.484 -3.041
O -2.250 2.596 0.991
H -1.780 3.168 1.748
H -2.490 1.590 1.374
O -0.431 2.029 -0.943
H -0.799 1.384 -1.550
H -1.226 2.396 -0.369
O 2.702 0.266 0.194
H 2.737 0.764 -0.560
H 3.472 0.107 0.778
```



Version x
The following is a DFT calculation (the ωB97M-V functional and the def2-TZVPD basis) of a cluster of 4 separate species, C5H17NO4 in total.

Computed properties:
- HOMO energy (eV) = -8.8
- charge = 0
- SMILES = CCN[C@H](C)C=O.O.O.O
- molecular weight (u) = 155.19
- frontier orbital gap (Eh) = 0.33888

The geometry in XYZ format:
```
27
C5H17NO4, DFT the ωB97M-V functional and the def2-TZVPD basis
C -2.271 2.320 0.576
C -1.137 1.564 0.945
N -0.553 1.027 -0.388
C 0.780 1.441 -0.432
C 1.441 1.139 -1.874
C 1.674 0.594 0.468
O 1.296 -0.524 0.905
H -3.077 2.414 1.389
H -1.918 3.291 0.166
H -3.084 1.787 -0.124
H -0.395 2.086 1.534
H -1.435 0.557 1.422
H -0.626 0.146 -0.642
H 0.815 2.507 -0.252
H 0.918 1.576 -2.703
H 1.390 0.028 -1.912
H 2.462 1.531 -2.032
H 2.612 0.999 0.751
O -0.242 -1.149 3.534
H 0.080 -1.925 3.066
H 0.303 -0.454 3.262
O 1.718 -2.281 -1.182
H 1.953 -2.939 -1.823
H 2.671 -1.880 -1.031
O -2.401 -2.864 -2.250
H -1.594 -2.388 -2.317
H -3.091 -2.330 -2.203
```



Version y
The following is a DFT calculation (the ωB97M-V functional and the def2-TZVPD basis) of a cluster of 4 separate species, C5H17NO4 in total.

Computed properties:
- HOMO energy (eV) = -9.9
- charge = 0
- SMILES = CCCCNC=O.O.O.O
- molecular weight (u) = 155.19
- frontier orbital gap (Eh) = 0.38768

The geometry in XYZ format:
```
27
C5H17NO4, DFT the ωB97M-V functional and the def2-TZVPD basis
C -0.697 1.925 -0.552
C -0.416 1.766 0.944
C 1.060 1.494 1.254
C 1.661 0.117 0.970
N 0.732 -0.967 1.233
C 0.740 -2.119 0.580
O 1.584 -2.408 -0.263
H -1.571 2.534 -0.722
H 0.131 2.378 -1.112
H -0.826 0.911 -0.928
H -1.049 0.983 1.363
H -0.679 2.643 1.540
H 1.684 2.227 0.775
H 1.225 1.699 2.311
H 2.034 0.052 -0.040
H 2.487 -0.074 1.660
H -0.082 -0.811 1.811
H -0.052 -2.820 0.865
O 0.675 -0.219 -3.010
H 1.580 -0.446 -2.747
H 0.309 0.355 -2.330
O -1.278 -1.900 -1.510
H -0.450 -2.382 -1.403
H -1.221 -1.417 -2.348
O -2.561 -1.402 0.864
H -2.163 -1.626 -0.002
H -2.858 -0.493 0.794
```



Relative energy table, unit kcal/mol: version w 114.5; version x 80.7; version y 0.0



Version w
The following is a DFT calculation (the ωB97M-V functional and the def2-TZVPD basis) of a structure of composition C7H13N.

Computed properties:
- HOMO energy (eV) = -7.8
- charge = 0
- molecular weight (u) = 111.19
- frontier orbital gap (Eh) = 0.31827

The geometry in XYZ format:
```
21
C7H13N, DFT the ωB97M-V functional and the def2-TZVPD basis
C -0.063 -0.016 -0.125
C -1.476 0.433 -0.443
C 0.744 -0.572 -1.280
C -0.614 -2.253 0.711
C 0.182 -0.486 1.163
C 0.879 1.718 0.302
C 0.975 2.650 -0.628
N 0.477 -0.257 2.325
H 0.368 -1.022 2.988
H 1.298 1.865 1.293
H -1.997 0.775 0.448
H -1.431 1.260 -1.150
H -2.037 -0.383 -0.896
H 0.197 -1.375 -1.772
H 0.910 0.221 -2.007
H 1.711 -0.945 -0.950
H 0.279 -2.875 0.685
H -1.221 -2.432 -0.173
H -1.225 -2.436 1.593
H 1.466 3.604 -0.451
H 0.578 2.526 -1.632
```



Version x
The following is a DFT calculation (the ωB97M-V functional and the def2-TZVPD basis) of a cluster of 2 separate species, C7H13N in total.

Computed properties:
- HOMO energy (eV) = -7.9
- charge = 0
- SMILES = C=C(C)C.NC1=CC1
- molecular weight (u) = 111.19
- frontier orbital gap (Eh) = 0.32255

The geometry in XYZ format:
```
21
C7H13N, DFT the ωB97M-V functional and the def2-TZVPD basis
C -1.881 0.228 0.813
C -0.693 0.747 1.184
C -0.040 1.869 0.377
C 0.212 0.189 2.201
H -2.605 0.750 0.152
H -2.346 -0.756 1.303
H 0.761 1.556 -0.202
H -0.810 2.224 -0.342
H 0.180 2.778 1.064
H 0.033 -0.765 2.575
H 0.427 0.759 3.179
H 1.213 0.087 1.764
N 0.419 0.159 -2.497
C 0.518 -0.786 -1.501
C 0.050 -1.507 -0.499
C 1.326 -2.029 -1.177
H 1.004 0.429 -3.225
H -0.416 0.632 -2.477
H -0.943 -1.827 -0.215
H 1.318 -2.931 -1.752
H 2.273 -1.808 -0.725
```



Relative energy table, unit kcal/mol: version w 8.6; version x 0.0



Version w
The following is a DFT calculation (the ωB97M-V functional and the def2-TZVPD basis) of an isolated molecule of C7H13N.

Computed properties:
- HOMO energy (eV) = -8.6
- charge = 0
- SMILES = C=C(/C=C/C)CCN
- molecular weight (u) = 111.19
- frontier orbital gap (Eh) = 0.35479

The geometry in XYZ format:
```
21
C7H13N, DFT the ωB97M-V functional and the def2-TZVPD basis
C 1.918 -0.882 0.205
C 0.639 -0.567 0.447
C 0.276 0.822 0.757
C 0.500 1.855 -0.049
C 0.252 3.282 0.363
C -0.346 -1.707 0.671
C -1.451 -1.680 -0.400
N -0.957 -1.606 -1.789
H 2.352 -1.870 0.095
H 2.632 -0.060 0.242
H -0.180 1.016 1.725
H 1.097 1.716 -0.939
H -0.395 3.362 1.231
H 1.222 3.691 0.641
H -0.093 3.876 -0.482
H -0.905 -1.553 1.595
H 0.207 -2.636 0.683
H -2.074 -0.807 -0.207
H -2.116 -2.541 -0.288
H -1.678 -1.160 -2.344
H -0.898 -2.550 -2.157
```



Version x
The following is a DFT calculation (the ωB97M-V functional and the def2-TZVPD basis) of an isolated molecule of C7H13N.

Computed properties:
- HOMO energy (eV) = -9.6
- charge = 0
- SMILES = [H]/N=C(/C=C)C(C)(C)C
- molecular weight (u) = 111.19
- frontier orbital gap (Eh) = 0.38020

The geometry in XYZ format:
```
21
C7H13N, DFT the ωB97M-V functional and the def2-TZVPD basis
H -0.206 -2.357 0.005
N -1.082 -1.840 -0.010
C -0.835 -0.648 -0.253
C -1.850 0.371 -0.481
C -2.875 0.617 0.313
C 0.587 -0.064 -0.119
C 0.708 1.468 0.037
C 1.139 -0.550 1.304
C 1.459 -0.639 -1.287
H -1.447 0.905 -1.332
H -3.572 1.495 0.144
H -3.169 -0.050 1.203
H 1.726 1.679 0.211
H 0.403 2.039 -0.892
H 0.103 1.878 1.014
H 2.062 0.134 1.543
H 1.557 -1.611 1.396
H 0.360 -0.301 2.071
H 1.299 -1.779 -1.392
H 1.121 -0.232 -2.353
H 2.512 -0.514 -1.118
```



Relative energy table, unit kcal/mol: version w 0.0; version x 19.6



Version w
The following is a DFT calculation (the ωB97M-V functional and the def2-TZVPD basis) of a structure of composition H2N3O2S.

Computed properties:
- HOMO energy (eV) = -4.8
- charge = -1
- molecular weight (u) = 108.10
- frontier orbital gap (Eh) = 0.28955

The geometry in XYZ format:
```
8
H2N3O2S, DFT the ωB97M-V functional and the def2-TZVPD basis
N -2.999 0.129 0.514
N 0.300 1.016 -0.218
N 1.388 0.479 -0.059
O 2.460 1.396 0.331
O -2.057 -0.008 -0.439
S -4.465 0.345 0.017
H -0.934 0.432 -0.226
H 0.259 2.031 -0.334
```



Version x
The following is a DFT calculation (the ωB97M-V functional and the def2-TZVPD basis) of the ion H2N3O2S with charge -1.

Computed properties:
- HOMO energy (spin up / spin down) (eV) = -3.2 / -3.1
- charge = -1
- SMILES = NN([O-])[N+]([O-])=S
- molecular weight (u) = 108.10
- frontier orbital gap (spin up / spin down) (Eh) = 0.26076 / 0.26014

The geometry in XYZ format:
```
8
H2N3O2S, DFT the ωB97M-V functional and the def2-TZVPD basis
N 1.337 -0.019 -0.340
N -0.022 -0.721 0.006
O -0.021 -1.942 0.050
N -1.022 0.172 0.152
O -2.172 -0.440 0.183
S -0.853 1.811 0.056
H 1.709 0.224 0.502
H 1.044 0.915 -0.608
```



Relative energy table, unit kcal/mol: version w 0.0; version x 10.0